1.
C14H26CuO8 | the ωB97M-V functional and the def2-TZVPD basis

XYZ file:
```
49
Properties=species:S:1:pos:R:3:forces:R:3
Cu 0.39417 -0.76778 -0.16853 1.50 -2.05 -0.32
O 0.93275 -5.68120 0.82774 0.80 1.48 3.10
C 1.09417 -4.93974 2.07348 -0.90 -1.13 -4.33
C 1.10375 -3.35254 1.96506 -1.49 1.28 -1.32
O 0.28486 -2.70407 0.96535 0.68 -0.44 0.78
H 2.03910 -5.13453 2.58069 0.55 -0.26 0.43
H 0.27570 -5.21470 2.73877 -0.41 0.09 0.59
H 2.11351 -2.95394 1.86708 0.28 -0.20 -0.27
H 0.69836 -2.99627 2.91207 0.17 0.11 0.94
C 0.79032 -2.85604 -4.20389 -0.45 -0.63 -0.16
C 0.61617 -1.81801 -3.15097 -1.30 0.59 2.04
O 0.17012 -2.27975 -1.92596 0.79 0.40 0.58
H 1.24679 -2.38526 -5.07458 0.14 -0.21 -0.36
H -0.18820 -3.26691 -4.45241 -0.06 -0.21 -0.24
H 1.39354 -3.66728 -3.79631 0.21 -0.03 -0.14
H -0.19882 -1.13349 -3.38618 -0.12 0.90 -1.47
H 1.54311 -1.24460 -3.14195 0.61 0.44 0.36
C 2.71465 2.49873 -0.00986 -0.50 0.24 -0.74
C 3.09275 1.18547 0.57097 -1.04 -3.00 -0.15
O 2.38450 0.03837 0.12483 0.03 1.55 0.37
H 3.34566 3.24556 0.47198 -0.08 0.53 -0.15
H 1.66074 2.61898 0.24099 -0.13 0.42 0.11
H 2.75933 2.53887 -1.09820 0.31 0.04 -0.13
H 2.97143 1.39106 1.63451 -0.20 -0.31 1.00
H 4.15354 0.94848 0.48944 0.67 0.29 -0.38
O -0.67362 0.43401 1.52767 -0.96 1.45 0.48
C -1.39135 0.37009 2.49770 1.93 -3.52 -2.24
O -2.01235 1.32549 3.10138 -0.76 5.10 0.43
C -2.46574 0.99803 4.40858 1.11 -0.63 0.57
C -2.70373 -0.44413 4.16509 -1.46 -0.51 2.55
C -1.63909 -0.87939 3.25574 0.14 -1.15 -0.78
H -3.32747 1.56119 4.76688 -0.02 0.21 -0.72
H -1.69338 1.10499 5.17023 0.52 0.53 -0.23
H -3.68459 -0.33413 3.70258 -0.19 -1.42 -0.29
H -2.69446 -1.01950 5.09080 -0.64 -0.09 0.02
H -1.97710 -1.76301 2.71436 0.49 0.30 -0.70
H -0.65056 -1.14081 3.63332 -0.12 -0.22 0.69
O -0.61800 0.77667 -1.59830 -0.25 3.10 -2.49
C -0.70923 1.79383 -2.28674 0.64 -1.06 2.48
O 0.35417 2.61279 -2.63039 -0.08 -0.85 -0.14
C -0.08260 3.87101 -3.13775 1.05 0.74 0.20
C -1.53925 4.01728 -2.78580 -0.31 -1.22 0.58
C -1.95683 2.53965 -2.71201 -0.15 -0.50 -0.56
H 0.17054 4.06180 -4.18064 -0.32 -0.91 -0.47
H 0.53587 4.63661 -2.66928 -0.02 -0.05 0.52
H -2.11588 4.56683 -3.52984 0.02 0.22 0.38
H -1.58936 4.38775 -1.76192 -0.34 0.58 -0.20
H -2.14063 2.19721 -3.73036 -0.36 -0.21 -0.10
H -2.78735 2.25635 -2.06542 0.04 0.23 -0.13
```
Forces are in eV/Å.

Total charge: -2
2S+1: 2
DFT total energy, a.u.: -2791.13117
E_LUMO (alpha / beta), eV: 4.076 / 4.076
Kohn-Sham gap (alpha / beta), eV: 3.467 / 3.204

---

2.
C6H16N4 | the ωB97M-V functional and the def2-TZVPD basis

XYZ file:
```
26
Properties=species:S:1:pos:R:3:forces:R:3
C -0.11132 -1.17803 1.02779 -1.78 0.37 1.06
C -1.12200 -0.30747 1.36742 1.17 -2.48 1.31
C 1.15930 -1.26295 1.81334 0.17 0.29 -0.21
C -0.35006 -2.27671 0.04237 -0.02 0.01 -0.09
C -1.36711 1.64342 -0.80479 -1.39 -1.21 2.55
N -2.19946 1.28189 -1.82234 0.05 -0.12 -0.31
N -0.84034 2.77906 -0.60018 0.57 0.22 0.00
H -2.47249 0.31862 -1.92322 0.09 0.08 0.01
H -2.25376 1.85465 -2.65291 0.01 -0.07 0.07
H -0.94776 3.44723 -1.36640 -0.16 -0.13 -0.02
H -1.00518 0.29475 2.25954 0.22 0.41 -0.16
H -1.34389 0.77257 0.18170 0.14 2.45 -3.01
H -2.14484 -0.64081 1.22743 -0.09 0.28 -0.68
H 1.36851 -0.33290 2.33705 0.01 0.00 0.03
H 1.07178 -2.06677 2.55254 -0.08 0.03 -0.09
H 1.99535 -1.50611 1.16152 0.15 -0.01 0.00
H 0.43515 -2.28199 -0.71319 0.03 -0.03 -0.05
H -0.33029 -3.24384 0.55192 0.03 -0.01 0.03
H -1.31677 -2.17535 -0.44959 -0.05 0.01 -0.01
N 1.67644 1.37033 0.01597 0.18 -0.17 0.14
C 1.28336 0.33520 -0.78126 -1.08 1.41 -1.01
N 1.97996 -0.54015 -1.37592 0.19 -0.55 -0.16
H 2.66308 1.56862 0.08670 -0.12 0.03 0.02
H 1.01763 2.13982 0.09798 0.05 0.00 0.00
H 2.98312 -0.44116 -1.20897 -0.11 0.05 0.17
H 0.17160 0.44808 -1.02452 1.80 -0.85 0.42
```
Forces are in eV/Å.

Relative energy (zero: lowest compared OMol25 entry of this formula, charge and spin), kcal/mol: 39.65
DFT total energy, a.u.: -457.14787
E_LUMO, eV: 0.833
SMILES: [H]/N=C\N.[H]/N=C\N.C=C(C)C
Kohn-Sham gap, eV: 9.273